1.
11
Properties=species:S:1:pos:R:3:forces:R:3 method="wB97M-V/def2-TZVPD" fmax_ev_per_a=3.5 orbital_gap_ev=7.8518 e_tot_ev=-18022.3813 lumo_energy_ev=-0.76 e_above_lowest_kj_mol=565.4
C -1.76925 0.33098 0.03157 -1.1 0.1 0.3
C 1.96377 -0.09666 -0.09350 1.8 2.6 1.2
C -2.26459 -0.86881 0.04422 -0.5 -3.1 -0.8
C 2.16896 1.21637 0.03757 -0.3 -3.5 -0.4
N 0.56952 -2.01011 -0.02946 0.3 0.0 -0.1
N 1.17865 -1.04378 -0.10759 -1.2 -1.5 -0.4
S -1.39103 1.84189 0.09091 0.3 -0.1 -0.1
H -3.38912 -1.15459 0.13700 2.1 1.1 0.0
H -1.59382 -1.80090 -0.20285 -1.2 2.1 0.6
H 2.99287 1.68395 0.44034 2.2 0.2 0.9
H 1.53403 1.90166 -0.34821 -2.5 2.0 -1.2



2.
16
Properties=species:S:1:pos:R:3:forces:R:3 method="wB97M-V/def2-TZVPD" fmax_ev_per_a=0.4 orbital_gap_ev=11.3362 e_tot_ev=-9879.7968 lumo_energy_ev=0.95 smiles="CCCOC(N)=O" e_above_lowest_kj_mol=25.5
C 0.95568 0.75431 2.10231 0.0 0.1 0.1
C 0.29103 0.00729 0.95188 0.0 0.0 0.0
C -0.44267 0.92577 -0.01607 0.1 0.1 0.2
O -1.15363 0.12494 -0.96287 0.0 -0.1 -0.1
C -0.37957 -0.46998 -1.90639 0.2 0.0 -0.1
N -0.93757 -1.66520 -2.24518 0.0 -0.1 0.0
O 0.63149 -0.00170 -2.37891 -0.3 -0.1 0.2
H 0.21859 1.30347 2.69902 0.1 -0.1 -0.1
H 1.47310 0.06030 2.77259 -0.1 0.1 -0.1
H 1.69485 1.47359 1.73290 -0.1 -0.1 0.0
H 1.04583 -0.55413 0.38696 -0.1 0.1 0.1
H -0.43180 -0.72455 1.33507 0.1 0.1 0.0
H -1.21393 1.50986 0.49554 0.2 -0.1 -0.1
H 0.24135 1.59952 -0.54158 -0.1 -0.1 0.1
H -0.39821 -2.27935 -2.83140 -0.1 0.1 0.0
H -1.59453 -2.06416 -1.59386 0.1 0.0 -0.2



3.
8
Properties=species:S:1:pos:R:3:forces:R:3 method="wB97M-V/def2-TZVPD" fmax_ev_per_a=1.5 orbital_gap_ev=7.7582 e_tot_ev=-25154.4314 lumo_energy_ev=3.04 charge=-1 e_above_lowest_kj_mol=174.7
C 2.27833 0.33666 -0.07563 -1.2 -0.3 -0.1
C 2.19799 -0.46479 -0.98084 0.9 0.9 0.5
O -2.02976 -1.34309 0.84528 0.4 -0.4 -0.6
O -3.08452 0.71572 1.39415 0.1 0.5 -0.1
F 1.91148 1.13509 0.90154 0.6 -0.9 -1.0
F -1.95042 0.71270 -0.94732 0.0 -0.6 0.9
F 2.55081 -1.19398 -2.00121 -0.4 0.3 0.6
S -1.87391 0.10170 0.86403 -0.4 0.6 -0.2



4.
11
Properties=species:S:1:pos:R:3:forces:R:3 method="wB97M-V/def2-TZVPD" fmax_ev_per_a=3.4 orbital_gap_ev=8.4160 e_tot_ev=-13197.1459 lumo_energy_ev=-0.08 e_above_lowest_kj_mol=0.0
C -1.13474 0.09684 -0.36290 -0.2 -0.5 0.6
C 0.88791 0.50807 -0.39183 0.7 0.1 -1.0
C 0.77785 -0.37769 0.74883 0.8 -0.6 1.5
H -2.75364 -0.53975 0.08171 -1.2 -0.6 0.5
H -1.17096 -0.95983 1.48797 0.0 -0.4 0.5
N -0.30920 0.65945 -1.13052 1.1 0.7 0.3
N 2.04348 0.89749 -0.86541 3.0 0.0 -1.0
N 3.10748 1.12550 -1.23366 -3.1 -0.3 1.1
N -0.62658 -0.50340 0.79201 0.4 0.4 -0.9
O -2.42615 -0.00375 -0.62155 -0.2 0.4 -0.4
O 1.60456 -0.90294 1.49538 -1.3 0.9 -1.1